1.
ORCA calculation (ωB97M-V/def2-TZVPD) on a molecular structure, C79H91F6N16O36S6.

HOMO energy	-0.353	Eh
total charge	+1
ΔE to the lowest compared entry with this formula, charge and spin	0.0	kcal/mol

Each line ends with the Löwdin charge.
Geometry (Å):
C1 7.33 -6.19 35.33  0.010
N1 6.83 -7.54 35.69  -0.062
C2 7.68 -8.38 36.28  0.009
C3 7.29 -9.69 36.41  0.060
C4 5.98 -9.99 36.06  -0.121
C5 5.10 -9.09 35.54  0.040
C6 5.58 -7.85 35.21  0.057
C7 5.55 -11.39 36.15  -0.095
C8 6.34 -12.36 36.79  0.054
C9 6.03 -13.69 36.62  0.019
N2 4.87 -14.05 36.03  -0.058
C10 4.04 -13.15 35.51  0.004
C11 4.38 -11.82 35.52  0.043
C12 4.53 -15.54 35.99  0.046
H1 6.74 -5.38 35.78  0.112
H2 7.37 -6.13 34.24  0.102
H3 8.34 -6.18 35.73  0.071
H4 8.66 -7.96 36.53  0.132
H5 7.88 -10.43 36.95  0.123
H6 4.09 -9.32 35.27  0.123
H7 5.20 -7.11 34.53  0.104
H8 7.26 -12.04 37.17  0.079
H9 6.67 -14.51 36.95  0.156
H10 3.06 -13.51 35.10  0.172
H11 3.75 -11.11 35.07  0.088
H12 5.44 -16.10 35.87  0.083
H13 3.85 -15.72 35.16  0.091
H14 3.95 -15.74 36.85  0.085
C13 0.53 -7.76 27.71  0.027
N3 1.82 -8.30 28.22  -0.048
C14 1.88 -9.65 28.33  -0.012
C15 3.05 -10.18 28.78  0.038
C16 4.11 -9.35 29.15  -0.093
C17 3.96 -7.98 29.12  0.013
C18 2.81 -7.48 28.63  -0.021
C19 5.30 -9.95 29.86  -0.088
C20 5.64 -9.33 31.09  0.043
C21 6.85 -9.76 31.70  0.061
N4 7.64 -10.70 31.10  -0.036
C22 7.29 -11.28 29.95  -0.039
C23 6.14 -10.95 29.31  0.030
C24 9.06 -10.90 31.48  0.032
H15 0.16 -7.00 28.45  0.092
H16 -0.27 -8.53 27.72  0.100
H17 0.74 -7.25 26.71  0.100
H18 0.96 -10.13 28.03  0.099
H19 3.08 -11.27 28.78  0.131
H20 4.72 -7.31 29.48  0.123
H21 2.69 -6.41 28.62  0.137
H22 5.02 -8.56 31.37  0.080
H23 7.27 -9.29 32.58  0.120
H24 7.97 -12.00 29.53  0.136
H25 6.05 -11.32 28.30  0.087
H26 9.70 -10.49 30.60  0.132
H27 9.29 -11.95 31.62  0.076
H28 9.18 -10.36 32.44  0.082
C25 8.10 -17.54 33.07  0.020
N5 6.97 -17.35 32.17  -0.076
C26 5.73 -17.36 32.70  -0.014
C27 4.60 -16.94 31.98  0.045
C28 4.80 -16.45 30.69  -0.113
C29 6.12 -16.35 30.23  0.059
C30 7.22 -16.74 31.00  0.039
C31 3.69 -16.18 29.70  -0.157
C32 3.68 -17.03 28.59  0.033
C33 2.69 -16.89 27.62  0.025
N6 1.67 -15.97 27.82  -0.041
C34 1.71 -15.15 28.91  0.047
C35 2.76 -15.20 29.88  0.077
C36 0.67 -15.62 26.71  0.062
H29 8.08 -18.60 33.46  0.125
H30 8.09 -16.79 33.85  0.091
H31 8.96 -17.52 32.46  0.084
H32 5.61 -17.95 33.62  0.148
H33 3.58 -17.02 32.32  0.123
H34 6.28 -15.92 29.29  0.071
H35 8.18 -16.74 30.57  0.134
H36 4.45 -17.75 28.42  0.136
H37 2.62 -17.43 26.68  0.139
H38 0.92 -14.41 29.00  0.105
H39 2.70 -14.48 30.71  0.125
H40 0.91 -16.28 25.89  0.086
H41 0.84 -14.54 26.52  0.092
H42 -0.33 -15.77 27.10  0.097
C37 12.91 -11.22 27.34  0.054
N7 12.90 -10.71 28.75  -0.033
C38 13.33 -11.44 29.75  0.001
C39 13.48 -10.89 31.03  0.050
C40 13.01 -9.64 31.28  -0.094
C41 12.46 -8.88 30.23  0.050
C42 12.45 -9.44 28.98  0.005
C43 13.19 -9.01 32.66  -0.086
C44 13.49 -7.64 32.78  -0.018
C45 13.46 -7.02 33.95  -0.027
N8 13.32 -7.72 35.11  -0.074
C46 13.06 -9.03 35.05  -0.005
C47 13.06 -9.68 33.86  0.024
C48 13.19 -7.06 36.41  0.023
H43 13.80 -10.84 26.82  0.108
H44 12.01 -10.84 26.90  0.068
H45 12.81 -12.33 27.34  0.099
H46 13.41 -12.49 29.55  0.109
H47 13.88 -11.41 31.87  0.117
H48 12.11 -7.88 30.35  0.123
H49 12.06 -8.85 28.20  0.116
H50 13.61 -7.05 31.88  0.133
H51 13.59 -5.91 34.07  0.171
H52 12.91 -9.61 35.91  0.139
H53 12.82 -10.70 33.89  0.112
H54 13.50 -6.06 36.26  0.088
H55 13.82 -7.68 37.05  0.107
H56 12.13 -7.07 36.74  0.100
C49 10.11 -9.21 23.87  0.033
N9 8.66 -9.40 24.09  -0.086
C50 8.24 -10.62 24.32  0.031
C51 6.86 -10.91 24.40  0.074
C52 5.99 -9.86 24.28  -0.118
C53 6.48 -8.57 24.06  0.085
C54 7.84 -8.35 23.97  0.013
C55 4.57 -10.09 24.45  -0.138
C56 4.08 -10.94 25.50  0.052
C57 2.72 -11.22 25.54  0.013
N10 1.81 -10.63 24.64  -0.079
C58 2.29 -9.66 23.89  -0.025
C59 3.68 -9.45 23.71  0.013
C60 0.42 -10.97 24.59  0.021
H57 10.36 -8.27 24.30  0.088
H58 10.32 -9.17 22.76  0.127
H59 10.62 -10.08 24.28  0.096
H60 9.02 -11.32 24.41  0.136
H61 6.53 -11.97 24.66  0.115
H62 5.80 -7.76 23.82  0.115
H63 8.33 -7.47 23.70  0.131
H64 4.71 -11.42 26.25  0.109
H65 2.32 -11.97 26.18  0.091
H66 1.51 -9.17 23.28  0.172
H67 3.81 -8.57 23.16  0.106
H68 -0.18 -10.02 24.56  0.133
H69 0.21 -11.59 25.47  0.086
H70 0.27 -11.52 23.68  0.099
C61 1.76 -1.21 32.64  -0.007
N11 1.63 -2.64 32.57  -0.113
C62 1.51 -3.20 31.36  -0.012
C63 1.32 -4.57 31.25  0.026
C64 1.21 -5.37 32.38  -0.119
C65 1.45 -4.82 33.64  0.068
C66 1.65 -3.43 33.69  0.026
C67 0.89 -6.84 32.10  -0.109
C68 -0.43 -7.21 32.26  0.016
C69 -0.77 -8.52 32.02  0.001
N12 0.14 -9.42 31.62  -0.065
C70 1.45 -9.10 31.60  0.024
C71 1.85 -7.79 31.80  0.064
C72 -0.28 -10.79 31.38  0.016
H71 0.78 -0.67 32.73  0.114
H72 2.26 -0.93 31.67  0.115
H73 2.50 -0.90 33.41  0.118
H74 1.62 -2.51 30.50  0.165
H75 1.38 -4.98 30.22  0.143
H76 1.56 -5.42 34.53  0.135
H77 1.70 -2.97 34.69  0.154
H78 -1.18 -6.51 32.50  0.103
H79 -1.80 -8.89 32.14  0.163
H80 2.06 -10.00 31.67  0.098
H81 2.92 -7.55 31.79  0.106
H82 -1.09 -10.86 30.61  0.120
H83 -0.53 -11.08 32.39  0.108
H84 0.57 -11.38 30.96  0.086
O1 9.49 -12.47 36.31  -0.025
C73 9.55 -11.59 35.12  -0.701
O2 8.51 -11.65 34.43  -0.032
O3 10.55 -10.92 34.86  0.013
H85 10.38 -12.52 36.74  0.102
O4 4.04 -13.09 32.10  0.058
C74 3.43 -11.87 32.23  -0.800
O5 2.20 -11.88 32.07  -0.060
O6 4.04 -10.81 32.48  -0.022
H86 4.94 -12.89 32.44  0.060
O7 8.99 -7.56 27.13  0.097
C75 9.07 -8.74 27.68  -0.863
O8 10.08 -9.35 27.29  -0.055
O9 8.19 -9.12 28.48  0.004
H87 8.42 -6.90 27.44  0.080
O10 6.52 -12.93 33.39  -0.046
C76 7.06 -14.31 33.14  -0.650
O11 7.89 -14.44 32.25  0.039
O12 6.57 -15.17 33.93  -0.059
H88 7.22 -12.58 33.95  0.008
O13 2.40 -5.88 25.86  0.044
C77 2.84 -6.95 25.09  -0.752
O14 2.26 -8.02 25.40  -0.032
O15 3.66 -6.76 24.20  0.012
H89 2.92 -5.12 25.52  0.118
O16 -1.07 -11.14 27.65  0.004
C78 -0.40 -12.34 28.11  -0.718
O17 0.88 -12.41 28.09  -0.093
O18 -1.19 -13.26 28.45  -0.030
H90 -1.97 -11.38 27.67  0.070
O19 4.31 -3.98 32.40  0.050
C79 4.29 -5.30 31.98  -0.866
O20 4.04 -5.51 30.81  0.008
O21 4.47 -6.08 32.89  -0.003
H91 4.35 -3.40 31.64  0.084
N13 10.09 -7.53 34.02  -0.521
O22 8.92 -7.82 33.71  -0.026
O23 10.41 -7.35 35.23  -0.062
O24 10.95 -7.55 33.14  -0.006
N14 -1.88 -4.35 31.30  -0.314
S1 -2.60 -5.15 30.17  0.533
O25 -1.99 -6.47 30.06  -0.334
O26 -2.92 -4.34 29.01  -0.288
F1 -4.07 -5.62 30.69  -0.199
S2 -2.47 -2.96 31.85  0.471
O27 -3.67 -2.55 31.26  -0.229
O28 -1.38 -2.17 32.12  -0.260
F2 -2.94 -3.54 33.27  -0.195
N15 5.57 -14.99 26.01  -0.299
S3 6.29 -14.13 27.09  0.476
O29 6.61 -12.85 26.67  -0.275
O30 7.25 -14.91 27.73  -0.226
F3 5.10 -13.73 28.18  -0.207
S4 4.53 -14.61 24.90  0.578
O31 3.82 -15.76 24.42  -0.277
O32 5.04 -13.65 23.95  -0.275
F4 3.38 -13.84 25.89  -0.249
N16 11.85 -14.06 29.93  -0.328
S5 12.32 -14.47 31.31  0.574
O33 13.68 -13.99 31.50  -0.302
O34 11.96 -15.84 31.71  -0.280
F5 11.50 -13.41 32.27  -0.211
S6 10.77 -14.53 29.03  0.397
O35 10.41 -15.87 29.13  -0.252
O36 11.06 -14.08 27.67  -0.294
F6 9.46 -13.86 29.49  -0.146


2.
ORCA calculation (ωB97M-V/def2-TZVPD) on a molecular structure, C17H15BrClIrN2O2S.

multiplicity	2
HOMO energy (alpha / beta)	-0.437 / -0.447	Eh
total charge	+1
ΔE to the lowest compared entry with this formula, charge and spin	0.0	kcal/mol

Each line ends with the Löwdin spin population.
Geometry (Å):
Ir1 -0.64 -0.26 -0.22  0.479
C1 -1.71 -4.90 1.34  0.000
C2 -0.74 -3.92 0.75  0.003
C3 -0.91 -3.43 -0.53  0.000
C4 0.01 -2.53 -1.09  -0.002
C5 1.10 -2.11 -0.31  -0.001
C6 1.29 -2.59 0.98  0.000
C7 0.38 -3.50 1.48  -0.003
S1 2.19 -0.91 -1.03  0.009
O1 2.27 -1.13 -2.43  0.014
O2 3.35 -0.73 -0.22  0.008
N1 1.12 0.35 -0.74  0.230
C8 1.45 1.68 -0.49  -0.002
C9 2.65 2.31 -0.71  0.068
C10 2.76 3.68 -0.40  -0.005
C11 1.72 4.40 0.12  0.066
C12 0.48 3.76 0.36  0.000
C13 -0.66 4.39 0.91  0.011
C14 -1.81 3.68 1.12  -0.008
C15 -1.85 2.32 0.80  0.009
N2 -0.79 1.69 0.30  -0.009
C16 0.36 2.40 0.06  0.013
H1 -2.64 -4.92 0.78  0.000
H2 -1.94 -4.64 2.37  0.000
H3 -1.29 -5.91 1.34  0.000
H4 -1.76 -3.74 -1.13  0.000
H5 0.00 -2.30 -2.15  0.000
H6 2.14 -2.26 1.56  0.000
H7 0.52 -3.89 2.49  0.000
H8 3.49 1.77 -1.11  0.003
H9 3.71 4.17 -0.59  -0.002
H10 1.82 5.45 0.34  0.003
H11 -0.61 5.45 1.16  0.000
H12 -2.69 4.14 1.54  -0.001
H13 -2.73 1.71 0.95  0.000
Cl1 -2.17 -0.92 -2.94  -0.003
C17 -1.70 0.35 -1.86  -0.004
H14 -2.60 0.85 -1.51  0.003
H15 -1.05 1.05 -2.39  0.003
Br1 -2.55 -1.00 1.09  0.122